Computed, not measured: one molecule with the formula C3H6N2, with the ωB97M-V functional and the def2-TZVPD basis.

```
11
Properties=species:S:1:pos:R:3:forces:R:3
C -1.372829 -0.164457 0.875491 0.15 0.22 0.45
N -0.204371 -0.770608 -0.082115 -0.13 -0.16 -0.07
C 0.442108 0.226382 -0.908545 -0.06 0.04 -0.07
C 1.474999 0.961566 -0.160369 0.74 0.49 0.51
N 2.317472 1.500127 0.419444 -0.83 -0.51 -0.55
H -1.014834 0.820502 1.196320 -0.02 -0.13 -0.05
H -1.359820 -0.837089 1.738824 -0.04 0.07 -0.12
H -1.250838 -0.955325 -0.353328 0.25 -0.17 -0.22
H 0.410288 -1.486162 0.297912 -0.14 0.14 -0.02
H 0.899823 -0.218753 -1.797552 -0.04 0.05 0.13
H -0.341998 0.923818 -1.226081 0.12 -0.05 0.02
```
Forces are in eV/Å.

Results
* highest occupied orbital energy: -7.92 eV
* electronic energy: -6184.08737 eV
* gap between HOMO and LUMO: 0.31176 Ha
* ΔE to the lowest compared entry with this formula, charge and spin: 102.8 kcal per mole

The net atomic charges from Löwdin, expressed in e, are:
1 C -0.102
2 N -0.139
3 C -0.207
4 C -0.200
5 N 0.152
6 H -0.001
7 H 0.000
8 H 0.098
9 H 0.142
10 H 0.126
11 H 0.129